# 1
ORCA calculation (ωB97M-V/def2-TZVPD) on C24H40O12PdS3 as an isolated structure.

Geometry as XYZ:
```
80
Properties=species:S:1:pos:R:3:forces:R:3
Pd -1.049 0.003 -1.011 0.068 0.002 0.044
C 4.658 -2.276 -1.414 -0.048 0.020 1.543
C 4.060 -0.870 -1.307 -2.682 0.167 -1.683
C 4.785 0.034 -2.335 0.471 -0.045 -0.223
O 2.684 -0.841 -1.554 1.366 -0.297 0.137
H 4.140 -2.932 -0.715 -0.625 -0.203 -0.275
H 5.633 -2.241 -0.927 0.868 -0.087 -0.603
H 4.639 -2.695 -2.420 0.140 0.121 0.004
H 4.174 -0.466 -0.301 0.912 0.050 0.771
H 5.766 -0.301 -2.673 0.599 -0.381 0.364
H 4.954 1.049 -1.975 -0.430 0.245 -0.108
H 4.216 -0.004 -3.264 -0.457 0.370 0.196
C -5.094 0.473 3.583 0.403 -0.493 1.112
C -4.826 1.203 2.316 0.550 1.193 -1.255
C -4.488 2.700 2.474 0.884 0.488 -0.767
O -3.947 0.611 1.376 -1.136 0.387 1.333
H -4.225 0.406 4.238 0.342 -0.347 -0.267
H -5.498 -0.513 3.353 0.116 -0.067 0.237
H -5.793 1.020 4.215 -0.424 0.073 -0.292
H -5.804 1.256 1.839 -0.222 -0.275 -0.812
H -3.495 2.892 2.881 -0.050 -0.326 0.590
H -5.226 3.334 2.965 -0.137 -0.437 0.368
H -4.364 3.143 1.486 -0.276 -0.227 -0.290
C -1.609 2.058 -5.824 3.283 3.830 -2.483
C -2.816 1.558 -5.567 -2.676 -3.696 2.726
C -4.101 1.836 -6.405 -3.213 -2.916 -1.439
O -5.166 1.069 -6.340 3.165 1.835 1.363
C -4.055 2.689 -7.507 4.542 1.698 -0.363
C -2.715 3.337 -7.874 -1.694 1.078 0.120
C -1.437 3.058 -6.886 -2.391 -0.574 -1.757
O -0.398 3.575 -7.184 1.106 0.441 0.290
O -2.529 4.154 -8.814 -0.315 -1.960 1.691
O -2.756 0.661 -4.656 -1.462 0.904 -1.028
H -0.663 1.890 -5.331 -0.351 -0.685 0.615
H -4.859 2.723 -8.227 -0.087 0.084 0.165
C 2.403 6.605 0.888 1.619 1.868 -0.827
C 3.290 6.079 -0.280 -0.399 -1.062 1.132
C 2.393 5.636 -1.465 -0.969 -0.749 0.046
S 0.707 5.241 -0.731 0.527 0.153 1.357
O 0.303 3.831 -0.827 0.713 2.459 -0.019
O -0.159 6.342 -1.157 0.320 -1.067 0.291
C 1.288 5.708 1.047 -2.823 -1.859 -0.637
H 2.180 7.644 0.648 -0.640 0.041 0.153
H 2.935 6.621 1.839 0.481 0.086 -0.155
H 3.699 5.187 0.194 0.307 -0.413 -0.557
H 4.148 6.742 -0.389 -0.307 0.090 -0.850
H 2.589 4.680 -1.951 0.811 -0.067 0.331
H 2.155 6.297 -2.298 0.225 0.544 0.443
H 1.567 4.828 1.626 0.073 -0.384 -0.495
H 0.390 6.075 1.544 0.004 0.340 -0.219
C 3.620 -1.519 4.768 -0.962 0.667 0.394
C 2.776 -2.610 4.140 1.386 -0.964 -0.862
C 1.266 -2.296 4.083 1.054 0.424 0.246
S 1.130 -0.452 4.223 1.237 -0.275 -2.403
O 0.402 -0.081 5.434 0.685 -0.249 -0.925
O 0.801 0.042 2.882 -0.279 -0.200 2.075
C 2.980 -0.164 4.374 -0.363 -0.407 2.017
H 4.681 -1.535 4.516 -0.139 -0.224 -0.300
H 3.563 -1.686 5.844 0.028 0.535 0.255
H 3.056 -3.568 4.579 -0.676 -0.118 0.669
H 3.277 -2.785 3.188 -0.974 0.355 -0.834
H 0.718 -2.707 4.932 -0.051 -0.110 -0.212
H 0.908 -2.601 3.100 -0.498 0.237 0.260
H 3.072 0.428 5.285 -0.037 0.655 -0.343
H 3.410 0.340 3.508 -0.462 -0.254 -0.092
C -1.369 -7.827 0.205 0.942 -0.471 -0.434
C -1.260 -7.055 1.506 -0.777 0.560 -0.406
C -2.483 -6.077 1.480 0.211 -1.207 1.949
S -2.451 -5.385 -0.149 -1.394 2.945 -2.250
O -1.470 -4.279 -0.174 -1.429 -2.323 0.158
O -3.827 -5.103 -0.695 3.080 -1.060 1.593
C -1.773 -6.911 -0.967 -1.050 -0.078 0.511
H -2.078 -8.638 0.368 -0.295 0.124 -0.350
H -0.412 -8.320 0.034 0.052 -0.013 -0.275
H -0.313 -6.515 1.509 -0.158 0.293 0.208
H -1.254 -7.784 2.317 -0.201 0.360 0.261
H -2.546 -5.446 2.367 0.882 1.177 -0.660
H -3.439 -6.548 1.707 -0.105 -0.876 -1.017
H -1.074 -6.645 -1.760 0.469 0.218 0.639
H -2.597 -7.385 -1.502 -0.261 0.331 0.108
```
Positions in Å, forces in eV/Å.

Calculated values
Charge = -2
Spin multiplicity = 3
Expectation value of S² = 2.040
Energy relative to the best compared isomer or geometry (same formula, charge and spin) = 7.4425 eV
HOMO-LUMO gap (spin up / spin down) = 3.90 / 3.26 eV
Total energy = -86079.7755 eV

Results of the Mulliken charge analysis, in e, for atoms 1 through 4: 0.12 -1.44 0.74 -1.30

# 2
ORCA calculation (ωB97M-V/def2-TZVPD) on C24H40O12Tl as an isolated structure.

Geometry as XYZ:
```
77
Properties=species:S:1:pos:R:3:forces:R:3
Tl 0.159 -0.200 -2.020 -0.603 -0.710 0.908
C -2.504 -4.630 -0.769 0.290 0.800 0.020
C -2.668 -3.074 -0.726 0.563 0.981 -0.028
C -3.736 -2.751 0.327 0.387 0.990 0.186
O -1.529 -2.238 -0.609 -1.041 -1.476 -0.173
H -1.901 -4.971 0.072 0.122 -0.164 0.072
H -2.076 -4.946 -1.721 0.364 0.023 0.014
H -3.488 -5.097 -0.731 -0.114 -0.060 0.183
H -3.217 -2.892 -1.649 -0.077 0.307 -0.841
H -3.955 -1.683 0.327 0.069 0.230 -0.498
H -3.315 -2.867 1.325 -0.277 -0.758 0.302
H -4.697 -3.220 0.116 0.044 -0.520 0.433
C -0.417 1.283 -6.110 0.075 0.308 0.873
O -0.331 0.586 -4.866 -0.424 0.658 -2.264
H -0.216 0.692 -7.004 0.610 -0.869 0.352
H -1.377 1.704 -6.408 -0.561 -0.054 0.867
H 0.306 2.099 -6.116 0.258 -0.016 0.052
O 1.452 2.095 -0.586 2.758 2.865 1.279
C 2.364 2.811 -0.123 -4.005 -2.991 -1.162
O 2.172 4.093 0.291 -1.610 -1.200 -0.503
C 3.341 4.615 0.822 1.338 0.022 0.430
C 4.260 3.440 1.041 1.383 -0.387 0.294
C 3.767 2.385 0.069 1.327 0.657 0.174
H 3.177 5.104 1.783 -0.320 0.513 -0.416
H 3.771 5.230 0.032 0.111 0.631 0.433
H 4.235 2.959 2.019 -0.465 0.502 0.368
H 5.297 3.761 0.945 0.071 -0.145 -0.311
H 3.981 1.415 0.518 -0.721 -0.118 -0.701
H 4.216 2.464 -0.921 0.264 -0.163 -0.046
O 1.629 -2.660 -1.431 0.052 -2.955 1.348
C 1.668 -3.809 -0.960 -0.068 3.449 -2.271
O 2.348 -4.082 0.146 0.975 0.168 1.438
C 2.704 -5.481 0.285 -1.293 0.117 -0.994
C 2.285 -6.045 -1.087 -0.519 -1.011 -0.103
C 1.224 -5.070 -1.617 0.763 -0.120 -0.284
H 2.100 -5.911 1.084 0.153 0.077 0.150
H 3.769 -5.576 0.495 -0.146 0.184 0.012
H 1.777 -7.009 -1.071 0.502 -0.293 0.478
H 3.150 -6.154 -1.740 -0.082 0.260 -0.116
H 0.209 -5.351 -1.338 0.051 0.154 0.083
H 1.302 -4.968 -2.700 -0.293 0.125 0.116
O -1.319 1.250 0.133 -0.935 -0.416 5.056
C -1.546 1.085 1.364 0.680 0.252 -3.805
O -0.972 1.907 2.312 0.193 0.350 -1.026
C -1.400 1.657 3.649 -1.115 -1.117 -0.782
C -2.508 0.588 3.469 -0.437 -0.845 1.004
C -2.379 0.022 2.070 0.606 0.432 -0.211
H -1.783 2.568 4.108 0.247 0.062 -0.118
H -0.560 1.248 4.209 0.007 0.189 0.063
H -3.542 0.903 3.608 0.195 0.718 0.116
H -2.394 -0.207 4.207 0.137 -0.014 0.100
H -3.338 -0.215 1.610 0.286 0.369 -0.216
H -1.809 -0.906 2.034 0.203 -0.018 -0.204
O 1.306 -0.693 0.645 0.498 -0.046 -0.784
C 1.666 -0.782 1.776 0.687 2.115 -2.388
O 0.835 -1.204 2.677 -1.017 -1.165 2.736
C 1.426 -1.104 3.966 1.693 -0.319 0.716
C 2.957 -0.872 3.715 0.232 0.079 0.508
C 2.956 -0.202 2.382 -0.748 -0.256 -0.679
H 1.302 -2.001 4.574 -0.458 -0.101 -0.348
H 1.014 -0.260 4.518 -0.130 0.076 -0.143
H 3.592 -1.747 3.577 -0.592 -0.572 0.470
H 3.424 -0.290 4.509 -0.168 0.059 0.054
H 3.785 -0.433 1.712 0.005 0.075 0.207
H 2.815 0.875 2.462 -0.068 0.095 -0.184
O -1.203 2.424 -2.389 -0.797 1.599 -0.883
C -1.944 3.379 -2.521 1.481 -2.752 0.266
O -2.508 3.665 -3.742 0.530 1.032 0.878
C -3.519 4.641 -3.518 -1.534 0.397 0.426
C -3.381 5.196 -2.094 0.081 -0.249 1.396
C -2.434 4.216 -1.356 -0.143 0.141 -1.799
H -4.461 4.109 -3.649 -0.174 -0.095 0.310
H -3.636 5.482 -4.202 1.057 -0.260 -0.588
H -4.352 5.277 -1.606 -0.050 -0.082 -0.096
H -2.928 6.182 -1.991 -0.067 0.078 -0.651
H -2.844 3.476 -0.669 -0.115 0.354 0.174
H -1.556 4.712 -0.941 -0.181 -0.170 0.270
```
Positions in Å, forces in eV/Å.

Calculated values
Charge = 0
Spin multiplicity = 2
Expectation value of S² = 0.754
HOMO-LUMO gap (spin up / spin down) = 5.85 / 4.37 eV
Total energy = -54795.1682 eV

Results of the Mulliken charge analysis, in e, for atoms 1 through 4: 1.10 -1.41 0.32 -1.18

# 3
ORCA calculation (ωB97M-V/def2-TZVPD) on C24H40O5SbSnTe as an isolated structure.

Geometry as XYZ:
```
72
Properties=species:S:1:pos:R:3:forces:R:3
Sn 1.412 0.384 0.689 -0.319 -0.282 1.216
O 5.475 1.141 3.157 -1.025 -0.246 -1.104
C 4.773 0.680 2.071 0.384 0.799 1.327
O 3.592 0.927 1.897 1.654 -0.075 0.245
C 5.716 -0.143 1.242 -0.505 -0.722 -0.581
O 5.056 -0.768 0.162 0.262 -0.134 0.209
C 4.626 -2.147 0.265 0.212 1.126 -0.201
C 3.150 -2.290 -0.203 -0.471 0.382 0.280
O 2.758 -3.394 -0.482 0.064 0.082 -0.020
O 2.340 -1.208 -0.243 1.107 -0.779 -0.114
H 4.881 1.717 3.660 0.011 0.032 0.126
H 6.217 -0.803 1.950 -0.101 -0.505 -0.031
H 6.540 0.481 0.882 -0.309 0.193 -0.181
H 4.723 -2.503 1.301 -0.225 0.017 -0.205
H 5.290 -2.770 -0.373 -0.652 0.321 0.318
C -0.640 -1.785 -1.465 -0.651 -0.229 -0.437
C -1.355 -2.393 -0.267 -1.295 1.306 1.552
C -0.642 -3.440 0.542 1.007 -0.338 0.219
C -2.811 -2.763 -0.506 -0.220 -0.414 -0.513
Sb -1.609 -0.507 1.206 1.926 0.842 -1.964
C -1.224 -0.812 3.383 -0.429 0.724 -0.209
C -2.402 -1.714 3.735 -0.179 -0.222 1.251
C -1.290 0.569 4.113 0.260 0.052 -0.720
C 0.153 -1.457 3.679 -1.251 0.159 0.201
C -2.952 1.341 0.502 0.207 -1.412 0.660
C -4.091 1.283 1.517 -0.211 -0.393 -0.587
C -2.093 2.582 0.710 0.457 -0.699 -0.281
C -3.386 1.119 -0.964 0.686 -0.668 0.407
H -0.751 -2.490 -2.312 0.260 0.024 0.283
H 0.435 -1.611 -1.285 -0.635 -0.031 -0.137
H -1.192 -0.880 -1.818 0.621 -0.435 0.364
H -0.640 -4.395 -0.003 -0.142 0.095 -0.069
H -1.081 -3.644 1.535 -0.038 0.186 -0.503
H 0.428 -3.212 0.679 -0.348 0.080 -0.005
H -2.839 -3.711 -1.069 -0.070 0.052 0.153
H -3.289 -2.025 -1.162 -0.070 -0.068 0.313
H -3.396 -2.884 0.432 0.435 0.015 -0.703
H -3.398 -1.228 3.656 0.675 -0.245 -0.413
H -2.348 -2.005 4.788 0.137 -0.021 0.306
H -2.358 -2.666 3.198 -0.240 0.235 -0.187
H -2.231 1.077 3.915 -0.262 -0.136 0.089
H -0.523 1.299 3.730 -0.337 -0.888 0.558
H -1.219 0.443 5.214 0.210 0.018 -0.574
H 0.307 -2.423 3.231 -0.053 -0.375 -0.446
H 0.135 -1.639 4.759 0.276 0.120 0.067
H 0.983 -0.809 3.432 0.181 0.237 0.006
H -3.755 1.495 2.537 -0.116 0.116 -0.264
H -4.567 0.292 1.520 0.029 0.351 -0.040
H -4.836 2.004 1.191 -0.344 0.328 0.289
H -1.947 2.757 1.775 0.141 0.100 -0.041
H -2.593 3.439 0.276 -0.237 0.358 -0.081
H -1.108 2.483 0.214 -0.484 0.046 0.340
H -3.878 0.142 -1.134 0.203 0.536 0.217
H -2.523 1.186 -1.639 -0.011 -0.150 0.148
H -4.057 1.896 -1.306 -0.386 0.351 0.204
C 0.536 3.321 -2.093 0.131 -0.061 0.457
Te 2.426 2.512 -1.191 -1.423 -0.316 -2.277
C 2.242 1.080 -2.943 0.868 0.514 0.809
C 1.177 1.559 -3.875 -1.661 1.031 0.492
C 0.892 0.895 -5.087 -0.245 0.900 0.242
C -0.046 1.456 -5.966 -0.467 -0.048 -0.042
C -0.840 2.548 -5.574 0.228 0.047 -0.015
C -0.663 3.138 -4.313 0.712 -0.953 -0.239
C 0.346 2.666 -3.459 0.838 -0.851 -0.599
H 0.656 4.416 -2.141 -0.005 -0.507 -0.100
H -0.318 3.107 -1.410 0.759 0.106 -0.553
H 2.101 0.076 -2.558 -0.123 -0.114 0.156
H 3.248 1.141 -3.346 -0.022 -0.092 -0.310
H 1.367 -0.049 -5.346 0.248 0.326 0.011
H -0.198 1.016 -6.973 0.083 0.231 0.871
H -1.604 2.951 -6.257 0.490 -0.273 0.390
H -1.286 3.950 -3.983 -0.204 0.248 -0.032
```
Positions in Å, forces in eV/Å.

Calculated values
Charge = +1
Energy relative to the best compared isomer or geometry (same formula, charge and spin) = 0.0000 eV
HOMO-LUMO gap = 5.81 eV
Total energy = -55427.8950 eV

Results of the Mulliken charge analysis, in e, for atoms 1 through 4: 1.26 -0.48 0.49 -0.34